# C3H4BiLiO4

A molecular structure, C3H4BiLiO4 at a distorted geometry (ωB97M-V with the def2-TZVPD basis set, the Open Molecules 2025 dataset).

HOMO level (spin up / spin down) (eV): -21.9 / -21.8
Relative energy (zero: lowest compared OMol25 entry of this formula, charge and spin) (eV): 8.3983
Charge: +3
E_LUMO (spin up / spin down) (eV): -16.80 / -16.81
Spin multiplicity: 2
E (eV): -17369.5602

```
13
Properties=species:S:1:pos:R:3:forces:R:3
Bi -0.54003 2.79088 -0.73368 -0.341 2.691 -0.497
O -1.38762 1.01306 -0.08810 -2.160 1.552 -0.126
O 0.32281 -2.96094 -0.78084 2.583 3.375 2.687
O -0.16298 -0.83544 0.04664 -4.172 6.166 -2.210
O 0.74695 1.15896 -0.52515 1.692 1.388 -0.830
C -0.26163 0.47002 -0.22623 0.626 -8.337 2.156
C 1.45719 -1.45280 0.98252 3.411 -3.586 0.855
C 1.06582 -1.93956 -0.38958 -1.923 -3.525 -4.384
Li -1.58704 -2.26102 -0.33275 0.034 -0.908 -0.164
H 1.39910 -2.76713 0.94865 -0.161 2.055 1.169
H 2.40389 -1.73059 1.46173 0.918 -1.214 0.994
H 1.83453 -0.42349 0.96822 -0.519 0.002 0.059
H 1.73540 -1.56618 -1.18987 0.011 0.341 0.292
```
Positions in Å, forces in eV/Å.